Here is a molecular structure, C48H37ClGaO10 in a non-equilibrium geometry from the Open Molecules 2025 dataset. Energies are from the ωB97M-V functional and the def2-TZVPD basis.

```
! wB97M-V def2-TZVPD RIJCOSX def2/J DEFGRID3
* xyz -1 1
C 11.22065 1.07726 -3.31340
C -5.49529 7.03701 -0.65630
C -5.81615 -0.95900 5.15698
C -3.82076 -1.13938 3.81237
C -8.46947 -5.23281 4.05060
H 13.45506 -0.11644 -5.55207
C 4.80961 -1.72183 -1.79578
O -7.33779 4.99350 -1.15284
C 12.55318 -2.47839 -3.80421
C -6.37000 1.06868 1.77695
H 12.41986 -2.77595 -2.76294
C -0.08890 -2.50607 -1.75711
H -1.35536 -2.29022 -3.46998
Ga 8.39956 0.51757 -3.67707
H -3.22538 -1.67933 3.08863
H -8.15111 0.58716 0.67756
C -8.75811 -3.37133 5.54636
C -5.39730 2.02110 2.02415
H 10.03115 2.44733 -4.45432
C -1.30597 -2.56173 -2.42448
O 5.34315 -0.52288 -4.80473
H -2.88655 8.55690 0.87393
O -3.51386 4.03386 2.46523
H 3.74644 -2.54055 1.31598
O 12.03400 -3.08074 -4.64491
C 1.13640 -2.09632 -2.50598
C 2.43323 -2.07892 -1.77891
H -4.60060 8.96913 -0.86138
C 1.26818 -2.76339 0.33860
H -5.95552 0.78262 6.39611
O 5.56172 0.56181 -3.95061
H 10.38985 0.94116 -5.33032
H -9.32776 -2.85934 6.30944
H 12.97003 1.76175 -4.38455
H -2.79996 6.37898 2.03086
C -3.36014 0.05317 4.34285
C -7.11694 -1.50738 5.63046
O -7.78682 -0.90880 6.44660
C -2.37624 -3.31875 -0.40778
C -2.44638 -2.96564 -1.75196
C -3.60313 7.78486 0.62660
C -6.44459 3.49580 0.43018
H -8.82205 -6.17344 3.64844
C 12.75067 -0.34813 -4.76759
H 8.40091 0.76138 -2.08235
C 4.86105 -1.99610 -0.43377
C 3.70592 -2.32304 0.25755
C -7.42153 2.53860 0.18911
H -3.77563 1.68801 5.67326
C -3.55355 6.56524 1.27840
O 1.30722 -3.01607 1.52820
C -5.35599 0.24513 5.67459
C 10.13627 1.37331 -4.36995
H -2.39991 0.44487 4.03398
H -6.71244 -5.19374 2.82342
C -4.39790 4.26174 1.66506
H 11.82005 -0.67406 -5.18983
H 5.80858 -1.95689 0.08740
C -5.05105 -1.64719 4.21218
H 5.71395 -1.47449 -2.33632
C -5.53909 -2.92038 3.61604
C -4.47623 5.57511 0.96751
H -4.61149 1.81742 2.73557
C -5.45929 5.81643 0.00506
C -4.56938 8.01777 -0.34679
C -5.43504 3.23888 1.36042
C -6.48616 4.78495 -0.31340
H 3.56612 -1.53560 -3.52303
C -0.02168 -2.84293 -0.40524
C -1.16812 -3.25375 0.26349
C -6.82999 -3.48068 4.10385
H 13.27966 0.71471 -3.04647
H 10.92986 0.21609 -2.72338
C -7.38674 1.33021 0.86384
H 11.21634 1.91477 -2.63344
H -3.26711 -3.64109 0.11700
C 3.59793 -1.75766 -2.46611
O -4.89719 -3.48487 2.75542
H -8.20796 2.74221 -0.52429
H 6.21228 -0.93112 -4.95411
H -3.39338 -3.00919 -2.27461
O 13.35400 -1.42809 -3.99570
H 6.64712 1.36886 -5.54251
Cl 8.58396 -1.70909 -4.12084
H -6.24988 7.21670 -1.40935
C 12.60707 0.87586 -3.88031
C 2.48963 -2.37607 -0.41022
H -1.11122 -3.52392 1.30919
C -9.20226 -4.57845 5.03590
C -7.28650 -4.68568 3.58585
C -7.57393 -2.81494 5.08058
H 6.55394 2.29916 -4.05282
C 6.68908 1.30820 -4.45985
H -6.33859 0.12074 2.29876
H -10.12273 -5.01248 5.40366
O 1.06309 -1.79201 -3.67836
C -4.13275 0.75042 5.26814
*
```

Summary:
E_HOMO, eV: -4.84
DFT total energy, eV: -135751.00412



Here is a molecular structure, C27H33CrNO4PS4 in a non-equilibrium geometry from the Open Molecules 2025 dataset. Energies are from the ωB97M-V functional and the def2-TZVPD basis.

```
! wB97M-V def2-TZVPD RIJCOSX def2/J DEFGRID3
* xyz 0 4
H 3.04842 -1.67665 -3.71575
C 0.81700 -0.14572 -4.79960
C -3.48634 -0.77094 -0.78979
S 0.43704 0.46517 2.60010
C 1.74107 -4.01615 0.70703
C -0.23253 -0.55304 3.86091
H 2.60744 1.87164 -4.64489
S -1.82946 -0.98103 -1.13951
C -0.11308 -2.82859 -0.08165
S -2.68196 1.54940 0.45506
O 0.46165 0.91728 -0.14690
H -1.38111 -3.37744 -1.73390
H 2.28309 -4.93301 0.78457
H 0.48267 3.21160 1.25056
O 2.79255 1.18759 -0.95493
Cr -0.93364 0.02541 0.74163
C 1.82935 -0.56739 2.10679
H 0.47636 5.30900 -1.90796
S -2.32088 -1.28723 2.14470
H 3.01762 -2.86415 2.07062
H 0.42264 -1.40867 7.01935
C -5.17173 0.56672 0.23035
C 0.34524 -0.60956 5.11443
H 0.45281 5.87443 -0.19219
O 0.93596 0.79781 -2.63639
C -4.46004 -1.62617 -1.17885
H -2.87892 -2.53474 4.42171
H 0.28141 -4.80498 -0.64245
C 2.35543 -1.19821 -3.10088
H -6.52453 -2.14841 -1.09942
C -6.14177 -0.31159 -0.04755
C 1.44706 3.95077 -0.63584
C -0.11866 -1.46050 6.08256
C -1.31236 -2.11998 5.87443
C 2.81450 4.29703 -1.19480
C 1.45682 3.57440 0.85496
H 1.52915 -1.86564 -2.86985
H -5.38735 1.52612 0.78793
H 1.27686 -0.01572 5.42790
C -1.47312 -1.23383 3.66135
C 1.38550 -1.78605 1.34544
H 1.46021 -0.53146 -5.59891
H -1.80598 -2.76184 6.63296
H -0.54604 4.58363 -0.59889
C -1.96921 -2.03004 4.69487
C 0.62880 -3.93030 -0.06511
C -3.84980 0.37041 -0.07409
N 0.22488 -1.76699 0.67678
C 2.14729 -2.96671 1.46034
C 0.40150 5.03310 -0.87468
H 3.44875 3.43650 -0.99285
H 2.79126 -0.82752 -2.19144
H 3.59238 0.37193 -4.64994
H 3.34752 5.15205 -0.70304
H -4.12623 -2.48175 -1.74761
H 0.06709 -0.87058 -4.45693
C 1.80142 0.16905 -3.67420
H 2.50783 0.08786 1.57673
H 1.59888 4.56132 1.28216
H 2.39739 -0.94849 3.01288
C 2.97155 1.04857 -4.02896
H 2.70203 4.55694 -2.25227
H 0.39417 0.81870 -5.18760
O 0.92223 2.91233 -1.50187
C -1.45116 -2.76732 -0.83225
H -7.17562 -0.20467 0.26655
H 2.31758 2.94099 1.09150
H 3.59172 1.24731 -3.12466
C -5.76638 -1.46042 -0.77859
H -2.24669 -3.15748 -0.13930
P 1.37250 1.41588 -1.25089
*
```

Summary:
E_HOMO (alpha / beta), eV: -7.32 / -7.31
DFT total energy, eV: -119271.52921



Here is a single C2H5N3O molecule in a non-equilibrium geometry from the Open Molecules 2025 dataset. Energies are from the ωB97M-V functional and the def2-TZVPD basis.

```
! wB97M-V def2-TZVPD RIJCOSX def2/J DEFGRID3
* xyz 0 1
N -0.17096 0.79149 -0.03135
H 0.03072 0.36010 2.45280
H 0.64364 -0.94371 -1.55650
H -0.61686 1.60825 0.30520
H 1.22278 0.34572 -2.91385
C 0.73450 0.06083 -1.96220
H -0.83100 -1.15179 2.34536
N 0.33597 1.06860 -1.32510
N -0.81771 -0.24571 1.93888
C -0.34155 -0.39864 0.64024
O -0.18952 -1.49514 0.10651
*
```

Summary:
SMILES: C=NNC(N)=O
E_HOMO, eV: -9.69
DFT total energy, eV: -8671.62645



- Which of these has the highest DFT total energy?
  C2H5N3O